w | 2 unconnected molecules or ions with the total composition C5H8NO2. Source: the OMol25 dataset; level of theory: the ωB97M-V functional and the def2-TZVPD basis.

XYZ file:
```
16
C5H8NO2 (the ωB97M-V functional and the def2-TZVPD basis)
C -0.17 0.19 0.33
C -1.53 0.60 -0.25
C -2.55 0.00 0.67
C -3.68 0.57 1.24
N 0.66 -0.31 -0.77
C 2.14 -0.39 -0.53
O 2.53 0.70 -0.06
O 2.76 -1.40 -0.85
H 0.51 0.95 0.75
H -0.32 -0.58 1.10
H -1.73 0.11 -1.21
H -1.73 1.67 -0.41
H -2.43 -1.08 0.82
H -3.60 0.39 2.31
H -2.70 1.72 1.43
H 0.26 -1.18 -1.11
```

Results
- LUMO energy (eV) = 3.385
- total charge = -1
- orbital gap (eV) = 7.658
- E_HOMO (eV) = -4.273

Atomic partial charges in e from the Löwdin method, atoms 1 to 5: atom 1 (C): -0.236, atom 2 (C): -0.221, atom 3 (C): -0.284, atom 4 (C): -0.053, atom 5 (N): -0.015



x | A gas-phase ion, C5H8NO2 (charge -1). Source: the OMol25 dataset; level of theory: the ωB97M-V functional and the def2-TZVPD basis.

XYZ file:
```
16
C5H8NO2 (the ωB97M-V functional and the def2-TZVPD basis)
O -0.26 0.80 -2.30
C -0.01 -0.13 -1.50
O -0.36 -1.33 -1.59
C 0.69 0.29 -0.14
C -0.36 0.38 0.99
C -0.50 -0.92 1.67
C -0.61 -1.10 2.98
N 1.33 1.61 -0.26
H 1.44 -0.49 0.01
H -1.24 0.79 0.48
H -0.11 1.18 1.70
H -0.40 -1.81 1.06
H -0.53 -0.27 3.70
H -0.42 -2.01 3.54
H 0.62 2.29 0.00
H 1.53 1.81 -1.22
```

Results
- LUMO energy (eV) = 3.828
- total charge = -1
- orbital gap (eV) = 7.801
- E_HOMO (eV) = -3.973

Atomic partial charges in e from the Löwdin method, atoms 1 to 5: atom 1 (O): -0.081, atom 2 (C): -0.717, atom 3 (O): -0.086, atom 4 (C): -0.334, atom 5 (C): -0.186



Relative energies, unit hartree: w 0.1304; x 0.0000